Record 1
Formula: H7O3S
Source: the Open Molecules 2025 dataset
Level of theory: ωB97M-V with the def2-TZVPD basis set

The geometry in XYZ format:
```
11
H7O3S | the Open Molecules 2025 dataset | ωB97M-V with the def2-TZVPD basis set
S -0.397 1.724 0.919
H -0.460 2.749 1.762
H 1.218 -2.838 -2.664
H 0.888 -2.395 -1.350
O 0.698 -3.122 -1.890
H -2.686 0.287 0.210
H -3.238 -0.553 -0.869
O -3.561 0.019 -0.192
H 2.703 1.656 2.111
H 1.949 1.180 0.781
O 2.886 1.294 1.181
```

Calculated values
Gap between HOMO and LUMO in eV: 6.596
Total charge: -1
Energy relative to the best compared isomer or geometry (same formula, charge and spin) in eV: 0.973
HOMO level in Ha: -0.1216
Energy in eV: -17092.655

---

Record 2
Formula: H80O40
Source: the Open Molecules 2025 dataset
Level of theory: ωB97M-V with the def2-TZVPD basis set

The geometry in XYZ format:
```
120
H80O40 | the Open Molecules 2025 dataset | ωB97M-V with the def2-TZVPD basis set
H 3.867 -1.665 2.268
H 3.279 -2.736 1.158
O 3.100 -2.066 1.820
H 3.068 1.436 3.252
H 3.519 2.438 2.130
O 3.724 1.569 2.558
H 4.371 -3.747 -0.314
H 4.734 -5.213 0.208
O 4.099 -4.667 -0.252
H -0.033 -4.169 4.424
H -1.562 -4.268 4.287
O -0.884 -3.722 4.690
H -3.956 2.309 -4.012
H -2.896 1.080 -3.672
O -3.060 2.006 -3.875
H -1.101 0.010 -3.059
O -1.860 -0.571 -3.370
H -2.303 1.484 2.183
O -3.212 1.795 2.235
H -0.822 4.850 2.960
H 0.474 5.116 2.054
O 0.111 4.629 2.799
H -0.388 -2.954 0.694
H 0.004 -4.032 -0.382
O -0.599 -3.253 -0.248
H 0.144 -3.106 -3.172
H 1.117 -2.708 -4.426
O 0.398 -2.458 -3.832
H 6.831 -0.294 1.937
H 5.497 0.366 2.296
O 6.009 0.066 1.532
H 3.477 -2.308 -1.243
O 2.769 -1.795 -1.663
H -5.815 0.301 1.141
H -6.098 -0.818 2.234
O -6.470 -0.270 1.542
H -2.545 2.398 -0.571
H -1.722 3.363 -1.241
O -1.603 2.689 -0.556
H 1.684 4.252 4.054
H 1.684 2.746 4.492
O 2.216 3.471 4.154
H -3.002 -0.458 6.323
H -1.648 0.189 5.948
O -2.608 0.251 5.809
H -4.956 3.042 -2.125
H -4.695 1.531 -1.656
O -5.311 2.255 -1.747
H 2.442 -4.172 3.974
H 1.919 -3.192 2.916
O 1.661 -3.962 3.455
H -3.009 -1.717 4.322
O -3.873 -2.160 4.384
H 4.908 0.707 -2.773
H 4.568 -0.607 -3.261
O 5.137 -0.239 -2.561
H 0.891 4.033 -0.705
O 0.215 4.299 -1.361
H -0.237 0.571 -0.753
H -0.342 1.874 -1.412
O -0.061 0.939 -1.636
H 1.595 -4.395 -2.417
H 1.805 -4.098 -0.933
O 1.529 -4.784 -1.544
H -5.558 0.659 3.739
H -4.431 0.482 4.587
O -4.737 1.137 3.915
H -3.276 4.833 -1.059
H -3.025 5.355 -2.549
O -3.191 4.580 -2.012
H 3.935 0.288 0.981
H 2.555 0.040 1.012
O 3.244 0.123 0.329
H 6.015 -2.030 -0.078
H 5.007 -1.122 -0.920
O 5.123 -1.971 -0.430
H 0.285 3.212 -3.793
H -1.237 3.446 -4.299
O -0.351 3.173 -4.537
H 0.914 -0.101 -2.969
H 2.234 -0.319 -2.970
O 1.639 0.111 -3.612
H -3.363 -1.181 -3.025
H -4.503 -2.272 -3.040
O -4.315 -1.355 -2.792
H -2.276 -2.066 -0.642
H -3.420 -1.461 -0.949
O -2.789 -1.360 -0.177
H 2.823 1.437 -2.943
O 3.029 2.419 -2.736
H -2.803 -1.038 1.887
H -1.838 -2.253 2.054
O -1.903 -1.258 2.184
H -4.224 -2.094 3.484
H -1.933 0.040 -4.141
H 0.271 5.250 -1.477
H -3.382 1.729 3.223
H 2.827 -1.101 -0.955
H 2.139 2.775 -2.661
O -0.074 -0.626 5.756
H 0.775 -0.381 6.154
H -0.376 -1.103 6.564
O 2.698 2.970 0.596
H 3.465 2.772 0.027
H 2.191 2.156 0.491
O -4.056 3.922 0.807
H -3.172 3.557 0.782
H -4.548 3.078 0.860
O 2.291 1.053 -6.041
H 1.692 0.320 -5.894
H 2.617 1.224 -5.153
O 3.663 -3.907 -3.953
H 3.359 -4.604 -3.369
H 3.964 -3.077 -3.582
O -0.019 0.620 2.140
H -0.440 1.484 1.965
H -0.778 -0.068 2.197
O -2.225 -3.576 -2.548
H -1.901 -3.167 -3.353
H -1.586 -3.618 -1.821
```

Calculated values
Gap between HOMO and LUMO (alpha / beta) in eV: 1.836 / 9.889
Total charge: -1
Multiplicity: 2
Energy relative to the best compared isomer or geometry (same formula, charge and spin) in eV: 1.631
HOMO level (alpha / beta) in Ha: -0.0129 / -0.3112
Energy in eV: -83198.612

---

Record 3
Formula: H80O40
Source: the Open Molecules 2025 dataset
Level of theory: ωB97M-V with the def2-TZVPD basis set

The geometry in XYZ format:
```
120
H80O40 | the Open Molecules 2025 dataset | ωB97M-V with the def2-TZVPD basis set
H -5.641 -1.205 1.130
H -6.547 -0.198 0.526
O -6.542 -0.887 1.196
H 2.614 -3.210 1.858
H 2.433 -2.896 0.323
O 3.038 -3.203 0.994
H -1.028 1.993 0.363
H -1.805 0.823 -0.533
O -1.811 1.488 0.141
H -1.131 -1.754 -1.362
H -2.551 -0.959 -1.151
O -2.007 -1.523 -1.689
H -3.686 0.908 1.799
H -3.536 -0.030 0.601
O -4.094 0.161 1.353
H 2.056 -4.347 5.116
O 1.627 -4.876 4.433
H 1.599 5.707 4.057
O 0.909 5.046 3.956
H 3.741 1.212 0.083
H 2.596 1.600 0.990
O 3.098 0.839 0.680
H 4.735 -1.121 4.991
H 4.417 -1.154 3.525
O 3.982 -1.116 4.397
H 6.105 2.028 0.322
H 5.538 2.796 1.389
O 5.434 1.913 1.014
H 0.611 -4.928 2.746
H -0.896 -5.032 2.756
O -0.124 -5.131 2.155
H -2.681 3.790 -2.612
O -3.352 4.396 -2.964
H 1.013 3.345 1.095
H 0.859 3.118 -0.493
O 0.822 2.728 0.384
H 0.631 -1.917 2.199
H 1.780 -0.830 2.246
O 1.074 -1.251 2.743
H 0.679 3.260 3.726
H 0.838 1.797 3.076
O 0.244 2.519 3.305
H 0.733 -6.049 -2.220
H 0.467 -6.006 -0.649
O 0.335 -5.566 -1.493
H -4.543 -3.905 -0.075
H -4.993 -4.528 -1.484
O -4.645 -4.689 -0.613
H 0.460 -0.576 -3.172
H -0.639 0.175 -2.744
O 0.248 0.366 -3.083
H -3.578 1.327 -4.479
O -3.219 2.016 -5.057
H 2.333 -1.230 -4.973
H 3.684 -0.476 -4.418
O 2.782 -0.746 -4.257
H -6.264 2.137 -0.059
O -6.426 2.453 -0.947
H 0.082 5.575 0.572
H 0.414 5.246 2.006
O 0.838 5.435 1.157
H -0.392 2.293 -3.422
H -0.603 3.733 -4.166
O -0.979 3.026 -3.658
H 1.778 0.729 -1.748
H 2.672 1.446 -2.678
O 2.463 1.445 -1.734
H -0.511 2.665 6.119
H 0.509 1.697 5.646
O -0.162 1.796 6.335
H -2.647 -0.556 -3.204
H -3.768 0.338 -3.114
O -2.806 0.386 -3.043
H -0.479 4.907 -0.640
H -1.879 4.594 -0.593
O -1.291 5.286 -0.993
H 0.963 -2.012 -0.599
H 0.861 -3.610 -0.868
O 0.510 -2.736 -1.038
H 1.448 -2.846 -6.270
H 0.330 -2.340 -5.551
O 1.083 -1.988 -6.005
H -1.810 -3.383 4.354
H -2.346 -3.260 2.809
O -1.948 -3.794 3.503
H 1.724 -0.295 0.247
H 0.817 0.845 0.082
O 0.924 -0.047 -0.277
H -3.874 4.647 -1.078
O -3.661 4.469 -0.151
H 5.816 -2.445 2.050
H 4.390 -2.415 1.661
O 5.145 -1.795 1.806
H -2.789 2.565 -4.374
H 2.427 -5.144 3.959
H -6.035 1.894 -1.619
H 0.082 5.504 4.175
H -2.768 5.080 -3.311
H -3.905 3.550 -0.043
O 3.143 -2.202 -1.356
H 4.107 -2.221 -1.414
H 2.997 -1.813 -2.238
O -0.979 -2.823 1.129
H -0.713 -3.724 1.450
H -0.857 -2.829 0.169
O -0.651 -3.954 -3.899
H -1.055 -3.086 -3.736
H -0.553 -4.128 -2.944
O 6.036 0.160 -2.068
H 5.535 0.380 -1.271
H 5.882 0.964 -2.534
O 2.957 1.274 3.613
H 3.586 1.550 2.938
H 3.160 0.334 3.789
O -3.127 -3.357 -3.305
H -3.627 -2.809 -3.910
H -2.885 -4.194 -3.705
O -1.908 4.780 4.146
H -2.174 4.496 3.264
H -1.280 4.114 4.437
```

Calculated values
Gap between HOMO and LUMO in eV: 9.757
Total charge: 0
Energy relative to the best compared isomer or geometry (same formula, charge and spin) in eV: 7.027
HOMO level in Ha: -0.3737
Energy in eV: -83198.789

---

Record 4
Formula: H80O40
Source: the Open Molecules 2025 dataset
Level of theory: ωB97M-V with the def2-TZVPD basis set

The geometry in XYZ format:
```
120
H80O40 | the Open Molecules 2025 dataset | ωB97M-V with the def2-TZVPD basis set
H 2.701 3.720 2.512
H 4.026 3.275 1.575
O 3.160 3.110 1.914
H -4.996 3.392 -1.036
H -4.479 2.880 -2.285
O -4.113 3.091 -1.401
H 4.963 -2.289 -2.843
H 4.262 -3.385 -3.417
O 5.176 -3.230 -3.111
H 3.385 -1.838 2.129
H 2.842 -0.877 0.897
O 3.145 -1.748 1.203
H 0.734 4.558 4.487
H -0.748 4.937 4.252
O 0.113 4.817 3.723
H -1.148 6.172 -1.998
O -0.400 6.174 -2.604
H -1.816 2.888 1.505
O -0.868 2.466 1.465
H 1.294 6.563 2.136
H 1.267 5.730 3.421
O 1.921 6.002 2.668
H 0.298 -0.981 -0.859
H -0.542 -1.349 0.420
O -0.282 -0.653 -0.173
H -0.781 -4.428 1.471
H -1.577 -5.633 1.360
O -1.233 -5.063 2.021
H -3.097 -1.951 -0.386
H -3.638 -0.640 -0.280
O -3.722 -1.550 0.195
H -3.405 0.649 -4.463
O -3.320 -0.252 -4.843
H -1.855 -0.849 -6.385
H -0.952 -2.021 -6.587
O -0.981 -1.146 -6.085
H -5.027 0.179 -3.415
H -3.594 0.260 -2.605
O -4.532 0.101 -2.614
H -1.096 1.250 2.938
H -0.801 -0.110 2.272
O -0.631 0.426 3.077
H 0.962 -2.799 0.013
H 0.922 -3.883 1.076
O 0.437 -3.526 0.264
H -2.815 5.608 -0.594
H -3.989 5.411 -1.633
O -3.036 5.748 -1.486
H 1.210 3.981 0.738
H 1.739 5.221 0.120
O 0.915 4.733 0.227
H 6.155 1.361 -1.099
O 5.327 1.175 -1.486
H 0.156 -5.651 -0.396
H -1.374 -5.753 -0.233
O -0.600 -6.290 -0.493
H -0.851 0.940 -1.169
O -1.279 1.391 -1.935
H 0.113 0.255 -4.808
H 0.722 -0.198 -3.484
O 0.445 0.574 -3.928
H -2.156 -1.465 5.180
H -1.600 -1.771 6.425
O -1.997 -0.981 5.966
H 4.816 -2.386 4.360
H 3.595 -1.629 4.090
O 4.213 -2.308 3.655
H -0.878 1.889 4.652
H -1.152 3.319 4.737
O -0.390 2.793 4.605
H 0.604 2.556 -1.376
H 0.831 1.709 -2.494
O 1.343 2.083 -1.756
H -0.688 5.675 0.880
H -0.830 5.686 2.399
O -1.293 5.961 1.629
H 0.567 -3.601 -3.877
H 1.816 -3.130 -4.676
O 0.969 -3.558 -4.687
H 2.759 -1.054 -2.728
H 3.307 -1.947 -1.499
O 2.564 -1.750 -2.089
H -4.043 1.968 2.616
H -4.456 3.312 2.038
O -3.668 2.773 2.238
H 3.139 -3.526 0.756
H 3.258 -4.319 1.977
O 2.774 -4.407 1.121
H -3.789 -3.702 0.450
O -3.512 -4.589 0.185
H -2.007 3.198 -4.831
H -1.739 1.763 -4.425
O -2.398 2.390 -4.617
H 4.570 0.959 -0.926
H -0.285 5.502 -3.297
H -1.691 2.259 -1.694
H -0.283 2.965 2.019
H -3.053 -0.798 -4.018
H -4.176 -5.099 -0.335
O -2.188 -2.599 3.314
H -2.085 -3.466 2.786
H -2.889 -2.132 2.850
O -2.474 -1.512 -2.132
H -1.872 -0.771 -2.009
H -1.865 -2.263 -1.939
O 0.453 -4.239 4.002
H 0.109 -3.642 4.664
H -0.079 -4.973 3.550
O 0.415 -5.020 -2.453
H 0.896 -4.683 -1.677
H -0.121 -5.714 -1.990
O 4.931 -2.772 -0.383
H 5.593 -2.141 -0.123
H 4.629 -2.819 0.574
O 2.145 0.231 4.080
H 2.118 0.885 3.311
H 1.242 -0.255 3.922
O 2.806 0.698 0.176
H 2.243 0.653 -0.576
H 2.723 1.412 0.723
```

Calculated values
Gap between HOMO and LUMO in eV: 10.003
Total charge: 0
Energy relative to the best compared isomer or geometry (same formula, charge and spin) in eV: 10.088
HOMO level in Ha: -0.3936
Energy in eV: -83195.728

---

Max |F| in Eh/bohr, matching the order above: 0.050; 0.067; 0.046; 0.093